DFT (wB97M-V/def2-TZVPD) results for C29H46BrN3NiP2S as an isolated structure at a distorted geometry.

Structure (XYZ):
```
83
Properties=species:S:1:pos:R:3:forces:R:3:mulliken_spin:R:1
N -5.445 -1.364 3.423 0.18 0.00 0.28 0.00
C -4.695 -0.421 4.008 -0.26 0.14 -0.38 0.00
C -4.185 0.672 3.303 -0.13 -0.22 -0.50 0.00
C -4.448 0.772 1.918 -0.85 -0.70 0.76 0.00
C -5.280 -0.206 1.325 0.26 -0.06 1.04 0.00
C -5.742 -1.255 2.124 0.21 0.82 0.05 0.00
C -3.756 1.758 1.122 -0.01 0.46 -1.64 0.01
Ni 0.877 0.004 -0.841 0.06 2.21 0.31 1.59
P 2.812 0.550 -1.853 0.96 -1.23 -0.04 0.05
C -3.855 1.803 -0.246 -1.15 0.47 1.40 -0.01
C -2.786 2.281 -1.082 0.56 0.84 -0.59 0.00
C -2.638 1.807 -2.412 -0.09 -0.11 0.95 -0.01
C -1.392 1.885 -3.016 0.38 0.36 -0.04 0.00
C -0.364 2.562 -2.345 0.72 -0.11 -0.52 0.01
C -0.523 3.135 -1.075 -0.09 -0.17 -0.34 0.01
C -1.775 3.065 -0.490 0.36 -0.62 -0.40 -0.01
Br 1.269 2.963 -3.343 -1.15 0.46 0.28 0.00
H -3.069 2.419 1.674 0.06 -0.72 -0.43 0.00
H -4.771 1.474 -0.763 0.69 -0.54 0.35 0.00
H -3.579 1.427 3.814 -0.21 -0.25 -0.22 0.00
H -5.549 -0.167 0.279 0.05 -0.05 -0.01 0.00
H -4.516 -0.513 5.090 -0.12 -0.10 -0.57 0.00
H -6.394 -2.013 1.699 0.11 -0.01 0.12 0.00
H -3.487 1.339 -2.929 0.48 0.00 0.36 0.00
H -1.965 3.569 0.450 0.11 -0.18 0.00 0.00
H -1.201 1.404 -3.981 -0.16 0.64 0.24 0.01
H 0.319 3.580 -0.548 -0.23 0.38 -0.38 0.00
P -0.177 -1.805 -0.990 -0.95 -2.99 -0.85 -0.01
C 3.291 2.123 -1.000 -0.16 0.38 -0.17 0.03
C 4.414 3.033 -1.495 0.24 0.43 -0.01 0.01
H 3.538 1.771 0.013 -0.05 -0.23 -0.23 0.00
H 2.369 2.711 -0.900 0.27 -0.12 0.00 -0.02
H 4.524 3.850 -0.768 -0.03 -0.19 -0.13 0.00
H 5.391 2.539 -1.554 -0.47 0.17 -0.13 0.00
H 4.183 3.522 -2.449 0.04 -0.29 0.11 0.00
C 2.623 0.137 -3.647 -0.61 0.69 -0.38 0.02
C 3.735 0.564 -4.607 0.32 -0.21 -0.54 0.01
H 1.657 0.589 -3.948 0.62 -0.55 0.07 -0.01
H 2.505 -0.964 -3.709 0.06 0.50 0.44 0.01
H 3.322 0.711 -5.619 0.13 0.04 0.40 0.00
H 4.264 1.484 -4.314 -0.24 -0.30 -0.09 0.00
H 4.464 -0.257 -4.707 -0.06 0.47 0.13 0.00
C 4.223 -0.533 -1.409 -0.24 -0.29 0.35 0.02
C 5.633 0.002 -1.696 0.42 -0.15 -0.02 0.00
H 4.062 -1.480 -1.940 0.00 0.13 0.13 0.00
H 4.097 -0.741 -0.337 0.24 -0.09 -0.17 0.00
H 6.344 -0.838 -1.688 -0.25 0.24 0.03 0.00
H 5.728 0.484 -2.678 -0.10 -0.13 0.30 0.00
H 5.972 0.704 -0.925 -0.15 -0.20 -0.22 0.00
C 0.547 -3.288 -0.163 -0.14 0.30 0.27 0.02
C 1.991 -3.647 -0.500 0.20 -0.23 -0.06 -0.01
H -0.117 -4.119 -0.442 0.03 0.24 0.08 0.00
H 0.450 -3.121 0.918 0.04 -0.19 -0.29 0.00
H 2.139 -4.709 -0.255 0.09 0.35 -0.12 0.00
H 2.237 -3.517 -1.562 -0.10 -0.07 0.19 0.00
H 2.713 -3.074 0.092 -0.16 0.01 -0.11 0.00
C -0.219 -2.405 -2.727 -0.01 -0.02 0.23 0.03
C -1.196 -1.650 -3.611 -0.10 0.01 -0.31 -0.02
H -0.461 -3.475 -2.679 0.02 0.16 -0.11 0.01
H 0.808 -2.319 -3.113 -0.26 -0.07 0.10 0.01
H -1.105 -2.007 -4.642 -0.13 0.10 0.16 0.00
H -2.230 -1.800 -3.285 0.13 0.01 -0.09 0.00
H -1.001 -0.573 -3.609 0.04 -0.24 0.02 0.02
C -1.921 -1.807 -0.383 -0.02 0.22 -0.28 0.02
C -2.071 -2.040 1.116 -0.04 0.04 0.41 -0.01
H -2.453 -2.588 -0.951 0.18 0.24 0.11 0.01
H -2.352 -0.830 -0.653 -0.05 -0.33 -0.01 -0.01
H -3.129 -2.147 1.381 0.20 0.05 -0.10 0.00
H -1.552 -2.938 1.465 -0.20 0.09 -0.20 0.00
H -1.685 -1.192 1.694 -0.10 -0.06 -0.14 0.00
C 0.163 -1.850 3.908 0.16 -0.47 -0.04 0.00
N 0.073 -0.424 3.585 0.05 0.60 -1.10 0.01
C -0.489 0.550 4.404 0.39 0.20 -0.44 0.00
C -0.362 1.751 3.778 0.20 -0.51 -0.32 0.01
N 0.228 1.488 2.549 0.02 -0.47 0.09 0.02
C 0.502 0.161 2.421 -0.17 0.83 1.34 -0.01
S 1.525 -0.473 1.198 0.48 -0.23 0.98 0.17
H -0.675 -2.410 3.474 0.15 0.31 0.18 0.00
H 1.096 -2.269 3.512 -0.20 0.28 0.07 0.00
H 0.169 -1.988 4.994 -0.06 0.21 -0.28 0.00
H -0.896 0.295 5.365 0.01 0.04 0.07 0.00
H -0.549 2.761 4.098 -0.25 -0.09 0.05 0.00
H 0.516 2.169 1.843 -0.19 -0.38 0.54 0.00
```
Positions in Å, forces in eV/Å.

Properties
Maximum force in eV/Å: 3.2
⟨S²⟩: 2.0122
HOMO (alpha / beta) in eV: -13.024 / -13.033
E_LUMO (alpha / beta) in Ha: -0.2073 / -0.2641
Multiplicity: 3
Calculated total energy in Eh: -6459.564647
Net charge: +2
Frontier orbital gap (alpha / beta) in eV: 7.4 / 5.8
Energy relative to the best compared isomer or geometry (same formula, charge and spin) in eV: 0.522